[1]
{
  "formula": "C4H6N",
  "method": "ωB97M-V/def2-TZVPD",
  "symbols": ["C", "C", "C", "C", "N", "H", "H", "H", "H", "H", "H"],
  "coordinates": [[-0.07169, 0.46890, -0.63329], [-0.17704, 1.63871, -1.26033], [0.12158, -0.53918, 1.29426], [1.02788, -0.91305, 0.13429], [-0.57383, -0.70254, -0.01895], [-1.14236, 2.03476, -1.41390], [0.47228, 2.34534, -1.75572], [-0.20256, -1.29040, 1.93746], [0.09331, 0.44297, 1.71818], [1.57816, -1.73138, -0.30361], [-1.31302, -1.33983, -0.18980]],
  "forces_ev_per_angstrom": [[3.08, -1.66, -1.18], [-0.40, -1.88, 0.75], [1.01, -1.43, -1.35], [-4.26, 4.89, -0.35], [2.26, 2.51, 0.66], [-1.58, 0.00, 0.16], [1.22, -0.68, 0.48], [-0.23, -1.42, 1.24], [0.19, 0.46, -0.03], [-0.28, -0.18, 0.06], [-1.02, -0.63, -0.44]],
  "total_charge": 1,
  "de_lowest_ev": 4.490,
  "homo_lumo_gap_ha": 0.409,
  "multiplicity": 1
}

=====

[2]
{
  "formula": "C16H19N5O2S",
  "method": "ωB97M-V/def2-TZVPD",
  "symbols": ["C", "S", "C", "C", "C", "C", "C", "O", "C", "C", "C", "C", "N", "C", "O", "C", "N", "C", "N", "N", "N", "C", "C", "C", "H", "H", "H", "H", "H", "H", "H", "H", "H", "H", "H", "H", "H", "H", "H", "H", "H", "H", "H"],
  "coordinates": [[7.34352, 0.26390, 0.35378], [6.23656, 1.40759, -0.52002], [4.62330, 0.84662, -0.11585], [4.35464, -0.25038, 0.69706], [3.05011, -0.62441, 0.94914], [1.98263, 0.09126, 0.40764], [0.56536, -0.23545, 0.65194], [-0.29480, 0.61978, 0.60062], [0.22685, -1.68919, 0.96746], [0.71440, -2.63396, -0.13962], [-0.10352, -2.41459, -1.40847], [-1.58472, -2.61863, -1.10608], [-2.01137, -1.70480, -0.06342], [-2.93284, -0.76648, -0.36120], [-3.43830, -0.67167, -1.46084], [-3.33417, 0.18823, 0.77340], [-4.45396, 0.97806, 0.36900], [-4.61635, 1.79400, -0.69424], [-5.83523, 2.26899, -0.66226], [-6.41038, 1.73934, 0.40954], [-5.61536, 0.97236, 1.02903], [-1.28860, -1.86426, 1.17470], [2.26450, 1.20857, -0.38691], [3.56077, 1.57555, -0.65522], [7.19898, -0.74834, -0.01192], [7.17568, 0.32843, 1.42475], [8.34917, 0.59875, 0.11919], [5.15501, -0.81872, 1.14282], [2.87330, -1.46521, 1.60281], [0.72521, -1.94374, 1.90938], [0.58924, -3.66611, 0.19769], [1.77312, -2.46980, -0.34307], [0.05164, -1.39855, -1.77683], [0.21052, -3.11203, -2.18546], [-1.76014, -3.64655, -0.76721], [-2.19643, -2.42254, -1.98747], [-3.64671, -0.35928, 1.66528], [-2.47714, 0.83256, 0.99833], [-3.86572, 2.00230, -1.42377], [-1.47375, -2.87715, 1.55585], [-1.63114, -1.14535, 1.91564], [1.43906, 1.77224, -0.79454], [3.77497, 2.43019, -1.27820]],
  "forces_ev_per_angstrom": [[-0.51, 0.26, -0.20], [0.24, -0.02, 0.02], [0.18, -0.07, 0.07], [0.15, 0.06, -0.02], [-0.36, 0.11, -0.05], [0.49, 0.41, -0.14], [-0.15, -0.33, 0.28], [0.09, 0.01, -0.08], [-0.35, -0.03, 0.05], [0.09, 0.13, -0.13], [-0.10, -0.23, 0.20], [0.02, 0.06, -0.48], [0.16, -0.38, -0.09], [-0.19, 0.13, 0.34], [-0.10, 0.14, -0.21], [0.29, -0.15, -0.02], [-0.38, 0.84, -0.86], [-0.03, -0.28, 0.53], [0.48, 0.51, -0.90], [-0.90, 0.05, 0.40], [0.31, -0.81, 0.91], [0.24, 0.22, 0.33], [-0.11, -0.18, 0.09], [0.16, -0.05, 0.04], [0.07, -0.10, 0.05], [0.07, -0.07, 0.08], [0.05, 0.01, -0.01], [0.08, -0.03, 0.03], [-0.04, -0.13, 0.02], [0.01, 0.01, -0.02], [0.04, -0.03, 0.03], [-0.03, -0.10, 0.05], [-0.01, 0.04, -0.12], [0.02, 0.03, -0.05], [0.00, 0.01, -0.03], [0.06, -0.12, 0.15], [0.10, 0.10, -0.07], [-0.18, -0.20, 0.08], [0.19, 0.00, -0.19], [0.02, 0.11, 0.05], [-0.04, -0.08, -0.02], [-0.07, 0.06, -0.03], [-0.03, 0.12, -0.09]],
  "de_lowest_ev": 1.594,
  "smiles": "CSc1ccc(C(=O)[C@@H]2CCCN(C(=O)Cn3cnnn3)C2)cc1",
  "homo_lumo_gap_ha": 0.312,
  "multiplicity": 1
}

=====

[3]
{
  "formula": "C5H12O",
  "method": "ωB97M-V/def2-TZVPD",
  "symbols": ["C", "C", "C", "C", "O", "C", "H", "H", "H", "H", "H", "H", "H", "H", "H", "H", "H", "H"],
  "coordinates": [[-2.67641, 0.37123, -0.48555], [-1.15212, 0.42817, -0.55640], [-0.51039, 0.51832, 0.82592], [1.89626, -1.71653, 0.43377], [2.68247, -0.69188, 0.49937], [2.78069, 0.32836, -0.29660], [-3.00974, -0.50114, 0.08938], [-3.12885, 0.31098, -1.48143], [-3.07430, 1.26498, 0.01038], [-0.84525, 1.29193, -1.16098], [-0.77701, -0.46175, -1.08172], [-0.91110, 1.37483, 1.38132], [-0.71279, -0.38388, 1.41386], [1.96974, -2.40774, 1.25832], [1.19544, -1.80138, -0.39020], [3.52597, 1.05702, -0.02042], [0.57597, 0.65278, 0.75478], [2.17143, 0.36572, -1.19379]],
  "forces_ev_per_angstrom": [[-0.07, 0.00, -0.01], [0.03, 0.00, -0.05], [0.01, 0.04, 0.04], [-0.55, -0.60, -0.18], [0.59, 0.08, 0.66], [-0.02, 0.49, -0.57], [0.05, 0.12, -0.08], [0.07, 0.00, 0.15], [0.06, -0.13, -0.07], [-0.05, -0.11, 0.09], [-0.06, 0.14, 0.07], [0.05, -0.10, -0.08], [0.02, 0.14, -0.08], [0.00, 0.06, -0.13], [0.10, -0.01, 0.11], [-0.09, -0.10, -0.06], [-0.23, -0.02, 0.06], [0.09, 0.01, 0.11]],
  "de_lowest_ev": 3.977,
  "homo_lumo_gap_ha": [0.305, 0.306],
  "multiplicity": 1
}

=====

[4]
{
  "formula": "C32H54ClFN5O5",
  "method": "ωB97M-V/def2-TZVPD",
  "symbols": ["C", "C", "C", "N", "C", "O", "C", "N", "N", "Cl", "C", "C", "F", "C", "C", "C", "C", "C", "N", "C", "C", "C", "C", "C", "C", "C", "C", "C", "C", "C", "O", "C", "O", "C", "C", "H", "H", "H", "H", "H", "H", "H", "H", "H", "H", "H", "H", "H", "H", "H", "H", "H", "H", "H", "H", "H", "H", "H", "H", "H", "H", "H", "H", "H", "H", "H", "H", "H", "H", "H", "H", "H", "H", "H", "H", "H", "H", "H", "H", "H", "H", "H", "H", "H", "C", "C", "C", "C", "C", "C", "N", "O", "O", "H", "H", "H", "H", "H"],
  "coordinates": [[3.89043, 4.44128, -0.30438], [2.34560, 4.90711, -0.71931], [1.69608, 3.61228, -1.53576], [1.54242, 2.46562, -0.56125], [0.53685, 1.43193, -1.01496], [1.03566, 0.18231, -0.34892], [2.43009, 0.37102, 0.11282], [3.46539, 0.51252, 0.91602], [0.55505, 0.97687, -2.47607], [1.83237, 0.88314, -3.63176], [-0.63510, 0.51236, -2.97619], [-1.68155, 0.63796, -1.70490], [-2.90744, 1.13530, -2.38112], [-2.12435, -0.91055, -1.32361], [-2.78568, -1.75058, -2.56539], [-2.79175, -3.35042, -2.07690], [-1.86013, -4.22050, -3.14248], [-1.40248, -5.69335, -2.56722], [-0.79834, -5.65925, -1.17552], [-1.03831, 1.55761, -0.46400], [-1.64337, 3.06757, -0.63491], [-2.95662, 3.41932, 0.27123], [-4.12809, 2.27975, 0.30663], [-4.81332, 2.15146, 1.82717], [-4.49746, 0.70098, 2.54314], [-5.58066, -0.48184, 2.19242], [-4.85352, -1.95975, 1.90044], [-3.86022, -2.44247, 3.11528], [-2.79346, -3.63639, 2.63384], [-1.25533, -3.03807, 2.40070], [-0.23406, -4.11590, 2.40180], [1.01598, -3.63567, 1.73978], [-1.31552, 0.76397, 0.74013], [-0.82784, 1.40293, 1.97023], [0.00641, 0.36950, 2.97655], [4.13286, 4.68652, 0.81450], [4.65123, 4.98293, -1.04404], [4.06819, 3.28206, -0.47744], [1.69695, 5.23276, 0.19927], [2.47706, 5.75429, -1.53796], [0.66997, 3.96367, -2.01751], [2.45500, 3.39499, -2.42361], [1.29594, 2.90863, 0.35048], [-0.88809, 0.10237, -4.06747], [-1.16129, -1.44713, -0.93085], [-2.98022, -0.81897, -0.49569], [-3.89222, -1.41884, -2.84412], [-2.17555, -1.73616, -3.56304], [-2.29504, -3.40446, -0.99924], [-3.90777, -3.70310, -2.07955], [-2.55001, -4.43389, -4.08585], [-0.94439, -3.59189, -3.56910], [-0.57764, -6.10634, -3.30906], [-2.31558, -6.46006, -2.62385], [0.00818, -6.34564, -1.09582], [-0.43987, -4.68309, -1.03559], [-0.78256, 3.81318, -0.27581], [-1.84901, 3.38250, -1.76795], [-2.58159, 3.69486, 1.34937], [-3.42531, 4.41497, -0.18792], [-4.99964, 2.58699, -0.42444], [-3.78940, 1.19478, 0.03084], [-4.46391, 3.05402, 2.50840], [-5.98544, 2.23262, 1.73041], [-3.43967, 0.30825, 2.19182], [-4.43079, 0.76742, 3.73270], [-6.29301, -0.68345, 3.12228], [-6.24440, -0.26349, 1.24195], [-4.20194, -1.94511, 0.91594], [-5.65346, -2.82552, 1.75472], [-4.55367, -2.97482, 3.92347], [-3.26352, -1.57830, 3.63237], [-3.13304, -4.14260, 1.62768], [-2.67696, -4.46653, 3.48010], [-1.03152, -2.35734, 3.34604], [-1.17707, -2.45821, 1.38122], [1.91309, -4.34144, 2.00530], [1.23047, -2.51487, 2.00772], [0.80881, -3.68170, 0.58768], [-0.23322, 2.39885, 1.81564], [-1.80146, 1.70249, 2.59292], [0.55578, 1.08149, 3.76042], [0.73652, -0.34590, 2.40692], [-0.82741, -0.19772, 3.60424], [6.70291, -0.04606, -1.59826], [6.35658, 0.61924, -0.42116], [7.23624, 1.54408, 0.14476], [8.46379, 1.79951, -0.48185], [8.81731, 1.12736, -1.65944], [7.93055, 0.20255, -2.21446], [9.38188, 2.78931, 0.09424], [9.04124, 3.34892, 1.14710], [10.44258, 3.01172, -0.50699], [6.01132, -0.76216, -2.03884], [5.39862, 0.41900, 0.05400], [6.95154, 2.05429, 1.06236], [9.76885, 1.31231, -2.15351], [8.19450, -0.32215, -3.13003]],
  "forces_ev_per_angstrom": [[0.26, -0.01, -0.39], [1.13, -1.14, -1.29], [0.32, 2.37, -0.69], [-1.75, 0.46, -2.81], [2.00, -0.51, 3.68], [3.95, 1.39, 0.77], [4.67, 0.88, 6.35], [-9.53, -1.59, -7.41], [-4.07, -0.79, -3.09], [0.31, 0.32, 1.12], [0.97, 1.88, 3.89], [-2.02, -2.15, -2.05], [2.41, -0.09, 1.47], [-0.30, 0.55, -0.15], [-0.23, -0.93, 0.16], [0.81, 0.70, -0.55], [-1.08, -0.58, -0.23], [0.40, -0.51, -1.33], [0.47, 0.54, -1.06], [-1.55, -1.55, -3.03], [0.87, 1.42, 0.60], [-0.12, 0.23, -0.25], [-1.10, -0.07, 0.79], [-0.37, -0.11, 0.11], [0.37, -0.51, 0.24], [-0.08, -1.39, 0.01], [0.57, -0.09, 0.23], [-0.32, -1.42, 0.16], [1.04, 0.02, 0.01], [-0.56, -0.17, 0.75], [0.41, 1.96, -0.83], [-0.72, -0.02, -0.45], [1.70, 2.74, -1.52], [-0.40, 0.34, 2.62], [-1.06, 1.11, 0.24], [-0.34, -0.38, -2.28], [-1.61, -1.06, 1.89], [-0.57, 2.37, 0.50], [1.17, -0.56, -1.86], [-0.69, -1.58, 2.04], [1.96, -0.88, 0.96], [-1.64, 0.10, 2.05], [-0.19, -0.98, -0.85], [0.97, 1.02, 2.65], [-1.95, 0.90, -0.51], [2.25, -0.20, -1.59], [2.52, -0.44, 0.85], [-0.94, 0.26, 1.85], [-1.36, -0.05, -2.18], [2.35, 0.35, 0.21], [1.51, 0.45, 1.89], [-1.75, -1.28, 1.28], [-1.83, 0.81, 1.16], [1.91, 1.83, 0.29], [-1.40, 1.38, -0.22], [-0.13, -1.48, -0.01], [-1.84, -1.53, -0.73], [0.55, -1.27, 2.38], [-0.83, -0.71, -2.04], [1.13, -2.16, 1.04], [1.95, -0.65, 1.30], [-0.39, 2.24, 0.37], [-0.64, -1.90, -1.38], [2.36, -0.07, 0.19], [-2.02, 0.85, 0.59], [-0.19, 0.14, -2.64], [1.39, 0.69, -2.05], [1.33, -0.14, 1.98], [-1.32, 0.21, 1.77], [1.56, 2.01, 0.26], [1.53, 1.42, -1.53], [-1.21, -1.53, -1.06], [0.51, 0.90, 2.07], [-0.38, 1.81, -1.91], [-0.36, -1.08, -2.16], [-0.23, -0.77, 1.94], [-1.94, 1.43, -0.35], [-0.21, -2.15, -0.27], [0.60, 0.12, 1.90], [-1.00, -1.94, -0.14], [2.10, -0.48, -1.44], [-0.95, -1.69, -1.84], [-1.45, 1.47, 1.24], [2.03, 0.90, -1.53], [0.16, 0.17, 0.05], [0.30, 0.04, -0.18], [0.10, 0.02, -0.11], [-0.68, -0.68, -0.41], [-0.03, 0.04, 0.05], [-0.13, 0.19, 0.30], [1.02, 1.03, 0.59], [0.47, -0.83, -1.57], [-1.62, -0.35, 0.90], [0.14, 0.10, 0.10], [0.45, 0.09, -0.12], [0.27, -0.02, -0.23], [-0.20, 0.10, 0.29], [0.02, 0.14, 0.20]],
  "total_charge": 1,
  "homo_lumo_gap_ha": 0.214,
  "multiplicity": 1
}

=====

[5]
{
  "formula": "C4H7NO3",
  "method": "ωB97M-V/def2-TZVPD",
  "symbols": ["C", "C", "O", "C", "N", "O", "C", "O", "H", "H", "H", "H", "H", "H", "H"],
  "coordinates": [[0.39595, -0.33901, -1.62098], [0.02228, 0.00280, -0.38581], [0.82780, 0.34766, 0.60607], [2.22695, -0.07845, 0.38262], [-1.30610, 0.20473, 0.09499], [-2.30787, -0.12017, -0.81425], [-1.80990, 0.37939, 1.39750], [-3.04005, 0.38116, 1.57124], [-0.10656, -0.26219, -2.54704], [1.44932, -0.54567, -1.84640], [2.58436, 0.31260, -0.53637], [2.67483, 0.38534, 1.22712], [2.43469, -1.13136, 0.59381], [-3.05395, 0.01417, -0.24370], [-0.99174, 0.44900, 2.12120]],
  "forces_ev_per_angstrom": [[1.24, -0.07, -0.08], [-1.65, 0.55, -0.41], [2.29, -1.47, 0.40], [-1.25, 0.50, 2.10], [-0.61, -0.22, 0.25], [1.54, 0.11, -0.80], [-0.40, -0.44, -1.55], [2.30, 0.03, -0.11], [-1.47, -0.34, -0.17], [-0.47, 0.26, 0.56], [0.42, 0.13, -0.66], [0.84, 0.79, 0.41], [-0.71, -0.15, -0.80], [-1.63, 0.09, 0.64], [-0.45, 0.24, 0.22]],
  "de_lowest_ev": 4.439,
  "smiles": "C=C(OC)N(O)C=O",
  "homo_lumo_gap_ha": 0.346,
  "multiplicity": 1
}

=====

[6]
{
  "formula": "C3H10N4O",
  "method": "ωB97M-V/def2-TZVPD",
  "symbols": ["N", "C", "N", "O", "H", "H", "H", "H", "C", "N", "C", "N", "H", "H", "H", "H", "H", "H"],
  "coordinates": [[-1.94385, -1.82020, -2.22476], [-1.42655, -1.07869, -0.97812], [-0.48285, -0.38244, -1.59372], [-1.76037, -1.32125, 0.16010], [-2.08055, -2.82058, -2.11819], [-2.81888, -1.51603, -2.63953], [-0.90251, -0.97957, -2.63823], [0.16928, 0.15050, -1.01280], [2.07465, 2.01393, 0.29563], [1.13718, 1.18299, 0.42338], [0.53351, 0.98698, 1.74949], [0.54426, -0.38441, 2.18452], [2.52517, 2.16458, -0.68219], [2.47050, 2.61141, 1.12693], [-0.50819, 1.30836, 1.66379], [1.03698, 1.61244, 2.50114], [1.48332, -0.76432, 2.18367], [-0.05108, -0.96371, 1.59890]],
  "forces_ev_per_angstrom": [[-1.25, -0.48, -0.37], [0.35, -0.96, -0.54], [-0.81, -0.51, -0.70], [-0.14, 0.29, -0.19], [0.45, -0.04, 0.28], [-0.16, 0.48, 0.46], [1.54, 0.95, 1.39], [0.05, 0.26, -0.36], [-0.05, 0.00, 0.10], [0.05, 0.01, -0.02], [0.00, -0.03, 0.00], [0.04, -0.01, -0.04], [0.02, -0.01, -0.01], [-0.07, -0.06, 0.01], [0.09, -0.01, 0.05], [-0.03, -0.01, -0.09], [-0.06, 0.03, -0.01], [-0.02, 0.10, 0.03]],
  "de_lowest_ev": 2.959,
  "smiles": "NC(N)=O.C=NCN",
  "homo_lumo_gap_ha": 0.374,
  "multiplicity": 1
}

=====

[7]
{
  "formula": "C4H8O2",
  "method": "ωB97M-V/def2-TZVPD",
  "symbols": ["C", "O", "C", "O", "H", "H", "H", "H", "C", "C", "H", "H", "H", "H"],
  "coordinates": [[-2.29844, -0.00046, 0.12751], [-0.98576, -0.03398, 0.67634], [-0.42619, -1.23790, 0.85991], [0.57233, -1.40029, 1.50039], [-2.77167, -0.98756, 0.17679], [-2.27294, 0.34212, -0.91063], [-2.87638, 0.70023, 0.73242], [-0.97620, -2.05966, 0.36408], [1.63062, 1.26552, -0.84081], [2.38943, 0.29938, -0.33541], [1.75993, 1.62803, -1.85813], [0.84461, 1.72981, -0.24997], [2.24008, -0.06333, 0.67709], [3.17057, -0.18192, -0.91956]],
  "forces_ev_per_angstrom": [[-0.27, -0.01, -0.09], [0.13, -0.07, 0.19], [0.27, -0.18, 0.25], [-0.48, 0.05, -0.28], [0.05, 0.15, -0.04], [0.07, -0.04, 0.15], [0.04, -0.10, -0.12], [0.02, 0.08, 0.07], [0.09, -0.08, 0.02], [-0.06, 0.10, -0.06], [0.01, -0.06, 0.13], [0.14, -0.07, -0.08], [0.07, 0.10, -0.18], [-0.09, 0.12, 0.04]],
  "de_lowest_ev": 2.007,
  "smiles": "COC=O.C=C",
  "homo_lumo_gap_ha": 0.392,
  "multiplicity": 1
}

=====

[8]
{
  "formula": "C4H8N2",
  "method": "ωB97M-V/def2-TZVPD",
  "symbols": ["C", "C", "C", "C", "H", "H", "H", "H", "H", "H", "H", "H", "N", "N"],
  "coordinates": [[0.97246, -0.08692, 1.16495], [-0.66498, 1.16988, -0.18728], [-0.99212, 0.07802, -1.14946], [0.15158, -1.32090, 0.46802], [2.12555, -0.21889, 1.12960], [0.68930, 0.11209, 2.23763], [1.37943, 1.14030, -0.53649], [-1.41480, 1.04529, 0.69020], [-0.89693, 2.21493, -0.51322], [-1.50333, 0.10571, -2.09558], [-0.52123, -1.90247, -1.30559], [0.37926, -2.31069, 0.54721], [0.73328, 0.98677, 0.28279], [-0.43746, -1.01311, -0.73278]],
  "forces_ev_per_angstrom": [[0.42, -2.33, -0.97], [-1.36, 0.34, 1.00], [0.34, 1.73, -0.20], [0.44, 4.17, 0.23], [-1.85, -0.27, 0.22], [0.10, -0.18, -1.10], [-0.91, -0.76, 1.62], [1.44, -0.04, -0.70], [0.57, -0.92, -0.12], [0.09, 0.09, -0.06], [-0.25, 1.76, 0.69], [0.92, -2.43, 0.33], [-0.18, 3.27, -1.40], [0.23, -4.43, 0.46]],
  "de_lowest_ev": 3.354,
  "homo_lumo_gap_ha": 0.274,
  "multiplicity": 1
}

=====

no.,F_max (eV/A)
1,6.50
2,1.26
3,0.89
4,12.17
5,2.75
6,2.28
7,0.55
8,4.46